one) ORCA calculation (ωB97M-V/def2-TZVPD) on the ion C5H9N2 with charge +1.

Each line ends with the Mulliken charge.
Geometry (Å):
C 0.816 -1.106 -0.601  -0.165
C 1.679 -0.304 -0.142  0.443
C -1.103 0.073 0.222  0.745
C 2.829 0.475 0.160  -1.034
C -2.552 -0.122 0.442  -1.173
N -0.547 -1.049 -0.466  -0.139
N -0.353 1.072 0.466  -0.625
H 1.160 -2.007 -0.909  0.438
H -1.249 -1.760 -0.688  0.273
H 2.732 1.588 -0.018  0.330
H 3.619 0.190 -0.483  0.362
H 3.229 0.421 1.241  0.287
H -3.142 0.101 -0.544  0.315
H -2.657 0.754 1.005  0.343
H -2.988 -1.041 0.919  0.362
H -0.723 1.670 1.186  0.237

total charge = +1
E_LUMO = -0.20984 Ha
molecular weight = 97.141 g mol⁻¹
frontier orbital gap = 8.37 eV
HOMO energy = -0.5175 hartree

---

two) ORCA calculation (ωB97M-V/def2-TZVPD) on a structure of composition C5H9N2.

Each line ends with the Mulliken charge.
Geometry (Å):
C 2.934 1.732 0.560  -0.224
C -1.859 -0.855 -0.914  -0.574
C -0.689 -1.573 -0.280  -0.389
C -1.151 0.540 -0.421  -0.482
C -0.575 -0.372 0.631  0.048
N 1.313 0.036 0.966  -0.542
N 1.984 0.914 0.626  0.464
H 3.681 2.103 -0.061  0.337
H 3.089 2.185 1.547  0.239
H -1.934 -0.981 -1.984  0.314
H -2.778 -1.100 -0.372  0.289
H -0.957 -2.540 0.197  0.295
H 0.132 -1.805 -0.970  0.262
H -0.287 0.656 -1.060  0.299
H -1.756 1.394 -0.014  0.309
H -1.148 -0.334 1.549  0.356

total charge = +1
E_LUMO = -0.18496 Ha
molecular weight = 97.141 g mol⁻¹
frontier orbital gap = 9.15 eV
HOMO energy = -0.5213 hartree

---

three) ORCA calculation (ωB97M-V/def2-TZVPD) on the ion C5H9N2 with charge +1.

Each line ends with the Mulliken charge.
Geometry (Å):
C -1.652 1.544 0.100  -1.069
C -0.168 1.480 0.449  -0.255
C 0.571 0.184 0.229  0.044
C 1.540 -0.189 -0.672  -0.313
N 1.546 -1.686 -0.669  -0.086
C 0.577 -2.146 0.109  -0.092
N -0.040 -1.099 0.645  -0.096
H -1.743 2.521 -0.405  0.303
H -2.435 1.319 0.874  0.321
H -1.962 0.717 -0.562  0.368
H 0.021 1.824 1.511  0.308
H 0.292 2.060 -0.316  0.249
H 2.275 0.261 -1.358  0.390
H 1.872 -2.249 -1.383  0.260
H 0.159 -3.204 0.097  0.336
H -0.853 -1.336 1.351  0.332

total charge = +1
SMILES = CCc1c[nH]c[nH+]1
E_LUMO = -0.12410 Ha
molecular weight = 97.141 g mol⁻¹
frontier orbital gap = 11.09 eV
HOMO energy = -0.5315 hartree

---

four) ORCA calculation (ωB97M-V/def2-TZVPD) on a cluster of 2 separate species, C5H9N2 in total.

Each line ends with the Mulliken charge.
Geometry (Å):
C -1.903 -0.367 -0.661  -0.364
C -0.702 -0.048 -1.157  -0.563
C -1.910 0.024 0.750  -0.316
C 0.103 0.374 0.031  0.347
C 1.316 -1.279 0.324  -0.763
N -0.793 0.470 1.169  -0.591
N 1.167 1.458 0.046  -0.236
H -2.618 -1.062 -1.230  0.337
H -0.168 -0.110 -2.072  0.468
H -2.690 -0.042 1.511  0.451
H 0.729 -1.806 1.137  0.285
H 2.213 -0.801 0.762  0.359
H 1.295 -1.803 -0.640  0.338
H 0.509 2.365 -0.079  0.445
H 1.772 1.258 -0.847  0.418
H 1.680 1.369 0.956  0.384

total charge = +1
E_LUMO = -0.16746 Ha
molecular weight = 97.141 g mol⁻¹
frontier orbital gap = 9.54 eV
HOMO energy = -0.5180 hartree

---

Relative energies, hartree: one) 0.1014; two) 0.1756; three) 0.0000; four) 0.0984.

---

one) ORCA calculation (ωB97M-V/def2-TZVPD) on the ion C5H9N2 with charge +1.

Each line ends with the Mulliken charge.
Geometry (Å):
C 0.902 0.690 1.049  -0.843
N -0.118 -0.033 0.182  0.300
C -0.406 0.639 -1.045  -0.850
C 0.032 -1.477 -0.052  -0.504
C -1.110 -0.945 0.703  0.278
C -1.260 -1.199 2.113  -0.292
N -1.514 -1.014 3.219  -0.273
H 0.782 1.620 1.582  0.326
H 1.244 -0.031 1.708  0.361
H 1.747 0.794 0.212  0.351
H -0.938 1.539 -0.713  0.419
H 0.382 0.923 -1.779  0.316
H -1.207 -0.033 -1.608  0.283
H 0.663 -2.112 0.556  0.324
H -0.229 -2.000 -0.994  0.276
H -2.021 -0.848 0.318  0.527

total charge = +1
SMILES = C[N+]1(C)C[C@H]1C#N
E_LUMO = -0.12341 Ha
molecular weight = 97.141 g mol⁻¹
frontier orbital gap = 13.00 eV
HOMO energy = -0.6011 hartree

---

two) ORCA calculation (ωB97M-V/def2-TZVPD) on the ion C5H9N2 with charge +1.

Each line ends with the Mulliken charge.
Geometry (Å):
H 1.890 0.372 -1.511  0.227
N 2.438 0.911 -0.887  -0.587
C 1.995 0.860 0.289  0.036
C 0.830 0.262 0.989  -0.486
C -0.316 -0.166 0.075  0.495
C -0.300 -1.467 -0.555  -1.158
C -1.349 0.589 -0.165  -0.124
N -2.463 1.180 -0.127  -0.271
H 2.508 1.358 1.082  0.367
H 1.140 -0.696 1.450  0.299
H 0.446 0.921 1.662  0.496
H -1.215 -1.651 -1.080  0.451
H -0.365 -2.152 0.328  0.337
H 0.650 -1.675 -1.214  0.294
H -3.056 1.051 0.650  0.292
H -2.652 2.047 -0.709  0.331

total charge = +1
SMILES = [H]/N=C\CC(C)=C=[NH2+]
E_LUMO = -0.16811 Ha
molecular weight = 97.141 g mol⁻¹
frontier orbital gap = 9.26 eV
HOMO energy = -0.5083 hartree

---

Relative energies, hartree: one) 0.0275; two) 0.0000.

---

one) ORCA calculation (ωB97M-V/def2-TZVPD) on a structure of composition C5H9N2.

Each line ends with the Mulliken charge.
Geometry (Å):
C -0.816 -1.275 1.708  -0.407
C -1.065 -1.606 -0.191  -0.388
C 1.275 0.708 -0.821  -0.340
C 0.157 1.664 -0.911  -0.245
C -0.712 -0.187 0.514  -0.080
N -1.255 -2.525 0.988  -0.303
N 0.267 0.777 0.260  0.089
H 0.145 -1.438 2.200  0.313
H -1.534 -1.046 2.502  0.317
H -1.961 -1.622 -0.818  0.315
H -0.243 -1.975 -0.805  0.296
H 1.253 -0.186 -1.428  0.230
H 2.267 1.060 -0.574  0.282
H 0.332 2.717 -0.742  0.284
H -0.670 1.450 -1.575  0.258
H 0.580 1.224 1.126  0.380

total charge = +1
E_LUMO (spin up / spin down) = -0.18552 / -0.15110 Ha
molecular weight = 97.141 g mol⁻¹
frontier orbital gap (spin up / spin down) = 8.84 / 9.44 eV
HOMO energy (spin up / spin down) = -0.5105 / -0.4979 hartree

---

two) ORCA calculation (ωB97M-V/def2-TZVPD) on the ion C5H9N2 with charge +1.

Each line ends with the Mulliken charge.
Geometry (Å):
C 1.300 -1.536 0.196  -0.544
C 0.906 0.763 0.401  0.299
C 0.291 -0.605 0.341  0.569
C 0.260 1.629 -0.731  -1.359
C -1.143 -0.791 0.234  -1.153
N 2.322 0.523 0.084  -0.144
N 2.550 -0.663 -0.002  -0.195
H 1.434 -1.971 1.194  0.357
H 1.281 -2.422 -0.592  0.399
H 0.909 1.245 1.334  0.468
H 0.901 2.532 -0.882  0.387
H -0.766 1.943 -0.418  0.355
H 0.215 1.023 -1.602  0.438
H -1.680 -0.819 1.135  0.374
H -1.300 -1.763 -0.190  0.374
H -1.547 -0.040 -0.427  0.375

total charge = +1
E_LUMO = -0.25487 Ha
molecular weight = 97.141 g mol⁻¹
frontier orbital gap = 7.35 eV
HOMO energy = -0.5248 hartree

---

Relative energies, hartree: one) 0.1124; two) 0.0000.

---

one) ORCA calculation (ωB97M-V/def2-TZVPD) on the ion C5H9N2 with charge +1.

Each line ends with the Mulliken charge.
Geometry (Å):
C 1.819 -1.043 -0.840  -0.379
N 0.658 -0.639 -0.567  -0.191
C -0.519 -0.969 -1.295  -0.408
C -1.709 -0.679 -0.438  -0.348
N -1.510 -0.259 0.690  -0.128
C -0.638 0.305 1.451  0.317
C -0.337 1.739 1.304  -0.927
H 2.740 -0.502 -0.557  0.292
H 1.861 -1.673 -1.798  0.227
H -0.575 -1.964 -1.544  0.485
H -0.779 -0.366 -2.167  0.311
H -2.672 -0.691 -0.783  0.483
H -0.233 -0.210 2.354  0.365
H 0.671 1.897 0.844  0.273
H -0.171 2.311 2.282  0.354
H -1.109 2.108 0.489  0.274

total charge = +1
SMILES = C=NCC=[N+]=CC
E_LUMO = -0.16136 Ha
molecular weight = 97.141 g mol⁻¹
frontier orbital gap = 9.79 eV
HOMO energy = -0.5210 hartree

---

two) ORCA calculation (ωB97M-V/def2-TZVPD) on the ion C5H9N2 with charge +1.

Each line ends with the Mulliken charge.
Geometry (Å):
C 2.035 -0.391 0.135  0.065
C -1.112 1.645 0.313  -0.214
C 2.007 0.879 -0.537  -0.260
C -0.189 -0.691 0.513  0.309
C -1.054 -1.446 -0.633  -1.091
N 1.134 -1.142 0.527  -0.443
N -0.371 0.656 0.224  -0.288
H 3.093 -0.878 0.013  0.329
H -2.109 1.751 0.704  0.326
H -0.771 2.637 -0.162  0.204
H 2.033 1.834 -0.076  0.338
H 2.013 0.838 -1.594  0.305
H -0.423 -0.910 1.600  0.406
H -1.780 -0.798 -0.996  0.386
H -1.461 -2.339 -0.308  0.316
H -0.185 -1.566 -1.298  0.313

total charge = +1
E_LUMO (spin up / spin down) = -0.24718 / -0.24712 Ha
molecular weight = 97.141 g mol⁻¹
frontier orbital gap (spin up / spin down) = 8.07 / 8.07 eV
HOMO energy (spin up / spin down) = -0.5438 / -0.5438 hartree

---

three) ORCA calculation (ωB97M-V/def2-TZVPD) on a cluster of 2 separate species, C5H9N2 in total.

Each line ends with the Mulliken charge.
Geometry (Å):
C 1.213 0.097 -0.561  -0.854
C 4.789 -0.257 0.411  -0.048
C -2.178 -1.101 -0.367  -0.311
C 2.349 -0.090 -0.103  0.782
C -2.386 0.876 0.923  -0.854
N 3.516 -0.215 0.241  -0.088
N -1.629 -0.040 0.007  -0.365
H 0.302 -0.308 -0.203  0.446
H 1.132 0.817 -1.335  0.295
H 5.364 -0.893 1.050  0.279
H 5.326 0.538 -0.063  0.257
H -3.120 -1.496 -0.052  0.267
H -1.642 -1.747 -1.030  0.251
H -1.671 1.249 1.640  0.279
H -3.276 0.407 1.291  0.330
H -2.626 1.579 0.230  0.335

total charge = +1
E_LUMO = -0.21382 Ha
molecular weight = 97.141 g mol⁻¹
frontier orbital gap = 7.37 eV
HOMO energy = -0.4846 hartree

---

Relative energies, hartree: one) 0.0000; two) 0.0796; three) 0.0501.

---

one) ORCA calculation (ωB97M-V/def2-TZVPD) on the ion CH3N2OS with charge +1.

Each line ends with the Mulliken charge.
Geometry (Å):
C -0.057 0.173 -0.048  0.225
N 0.127 1.380 -0.328  -0.513
N -1.262 -0.309 0.360  -0.018
O -2.401 0.412 0.657  -0.091
S -2.748 1.909 0.314  0.489
H 0.675 -0.644 -0.102  0.338
H 1.022 1.740 -0.621  0.275
H -1.373 -1.273 0.666  0.296

total charge = +1
E_LUMO (spin up / spin down) = -0.30243 / -0.30511 Ha
molecular weight = 91.115 g mol⁻¹
frontier orbital gap (spin up / spin down) = 6.82 / 6.82 eV
HOMO energy (spin up / spin down) = -0.5530 / -0.5556 hartree

---

two) ORCA calculation (ωB97M-V/def2-TZVPD) on the ion CH3N2OS with charge +1.

Each line ends with the Mulliken charge.
Geometry (Å):
C 1.392 -0.551 0.140  0.417
N 1.785 -1.637 0.001  -0.062
N -1.753 0.834 0.079  -0.188
O -0.573 1.103 -0.422  -0.190
S 1.011 0.977 0.460  0.103
H -2.419 1.626 0.245  0.297
H 2.439 -2.213 -0.448  0.345
H -1.882 -0.139 -0.056  0.278

total charge = +1
E_LUMO (spin up / spin down) = -0.24093 / -0.24094 Ha
molecular weight = 91.115 g mol⁻¹
frontier orbital gap (spin up / spin down) = 7.79 / 7.80 eV
HOMO energy (spin up / spin down) = -0.5274 / -0.5275 hartree

---

Relative energies, hartree: one) 0.0272; two) 0.0000.